Entry 1:
61
Properties=species:S:1:pos:R:3 method="wB97M-V/def2-TZVPD" lumo_energy_ha="0.0041 / 0.0045" gap_ev="7.21 / 7.36" e_homo_ha="-0.2607 / -0.2661" s_squared=0.769 spin_multiplicity=2 relative_energy_ev=0.593
Co -0.85 -0.91 -0.70
O -2.46 -3.07 2.27
C -1.79 -2.60 1.35
N -1.72 -1.34 0.93
C -2.65 -0.40 1.48
C -3.07 0.58 0.40
C -3.91 1.65 0.68
C -4.23 2.54 -0.33
C -3.71 2.33 -1.60
C -2.88 1.24 -1.79
N -2.57 0.38 -0.82
C -0.93 -3.53 0.51
C -0.57 -4.77 0.99
C 0.22 -5.58 0.20
C 0.61 -5.13 -1.05
C 0.20 -3.87 -1.45
N -0.56 -3.08 -0.69
H -2.24 0.17 2.32
H -3.54 -0.92 1.86
H -4.29 1.79 1.68
H -4.88 3.38 -0.14
H -3.93 2.99 -2.43
H -2.45 1.02 -2.76
H -0.92 -5.06 1.97
H 0.54 -6.56 0.55
H 1.22 -5.73 -1.71
H 0.48 -3.49 -2.43
C 0.49 1.65 -3.13
Te 0.53 -0.43 -2.83
C -0.37 -0.88 -4.70
H 1.24 1.92 -3.87
H 0.72 2.10 -2.17
H -0.50 1.96 -3.46
H -1.12 -0.12 -4.94
H -0.85 -1.85 -4.63
H 0.41 -0.90 -5.46
C 1.67 4.46 3.23
C 2.08 3.13 3.33
C 1.61 2.18 2.44
C 0.73 2.53 1.41
C 0.32 3.86 1.34
C 0.79 4.82 2.23
C 0.14 1.57 0.44
C 0.51 0.33 0.07
C 1.84 -0.23 0.43
C 1.97 -1.48 1.02
C 3.22 -2.02 1.30
C 4.38 -1.33 0.96
C 4.26 -0.08 0.35
C 3.01 0.45 0.09
H 2.04 5.20 3.93
H 2.76 2.83 4.12
H 1.92 1.15 2.56
H -0.38 4.15 0.56
H 0.45 5.85 2.14
H -0.77 1.97 0.00
H 1.08 -2.02 1.31
H 3.29 -2.99 1.78
H 5.35 -1.75 1.17
H 5.15 0.47 0.08
H 2.93 1.43 -0.38

***

Entry 2:
19
Properties=species:S:1:pos:R:3 method="wB97M-V/def2-TZVPD" lumo_energy_ha="0.0213 / 0.0214" gap_ev="7.40 / 7.44" e_homo_ha="-0.2508 / -0.2520" spin_multiplicity=1 relative_energy_ev=6.268
C -1.83 -1.24 0.13
C 0.20 0.25 -0.94
C 1.18 0.22 1.64
C 2.47 -0.09 -1.82
C -2.89 0.80 0.65
N -0.80 0.73 -0.45
N 1.11 -0.24 -1.52
N -1.88 0.08 0.09
H -0.98 -1.93 -0.28
H -2.69 -1.73 0.65
H 0.27 0.77 1.91
H 1.69 0.90 0.99
H 1.72 -0.08 2.60
H 2.65 -0.85 -2.61
H 3.11 -0.16 -1.04
H 2.59 0.94 -2.26
H 0.77 -0.75 1.34
H -3.96 0.51 0.32
H -2.73 1.88 0.60

***

Entry 3:
13
Properties=species:S:1:pos:R:3 method="wB97M-V/def2-TZVPD" lumo_energy_ha=0.0288 gap_ev=10.39 e_homo_ha=-0.3531 spin_multiplicity=1 smiles="C=NNC(O)(O)O" relative_energy_ev=3.443
C -2.36 -0.02 0.06
N -1.24 -0.61 0.04
N -0.18 0.23 -0.60
C 1.07 -0.08 0.02
O 2.11 0.48 -0.72
O 1.13 0.59 1.28
O 1.22 -1.48 0.12
H -3.20 -0.71 0.51
H -2.67 0.85 -0.45
H -0.57 1.12 -0.65
H 2.12 0.06 -1.57
H 2.00 1.12 1.26
H 0.57 -1.58 0.72

***

Entry 4:
75
Properties=species:S:1:pos:R:3 method="wB97M-V/def2-TZVPD" lumo_energy_ha=-0.2921 gap_ev=4.21 e_homo_ha=-0.4468 spin_multiplicity=1 charge=+2 relative_energy_ev=0.000
C 4.79 -1.44 3.65
C 4.44 -2.26 2.52
C 4.32 -1.39 1.36
H 4.38 -3.35 2.50
C 4.58 -0.04 1.79
C 4.87 -0.08 3.20
H 5.24 0.77 3.80
H 5.09 -1.82 4.63
H 4.14 -1.70 0.34
H 4.63 0.83 1.14
Zr 2.63 -0.77 2.80
Si -4.37 2.14 -1.81
C -5.02 0.55 -2.50
C -6.35 0.33 -2.91
H -7.07 1.16 -2.86
C -6.74 -0.92 -3.40
H -7.77 -1.09 -3.72
C -5.81 -1.97 -3.46
H -6.12 -2.96 -3.83
C -4.49 -1.76 -3.05
H -3.76 -2.57 -3.11
C -4.10 -0.51 -2.57
H -3.06 -0.35 -2.24
C -3.40 3.05 -3.09
C -3.16 2.50 -4.36
H -3.61 1.54 -4.65
C -2.32 3.16 -5.27
H -2.10 2.70 -6.24
C -1.75 4.40 -4.94
H -1.10 4.91 -5.64
C -2.04 4.98 -3.69
H -1.61 5.95 -3.43
C -2.87 4.32 -2.78
H -3.10 4.78 -1.81
H -3.69 1.98 -0.51
Si 0.91 -0.39 0.85
C 1.69 0.75 -0.39
C 1.86 0.29 -1.71
H 1.46 -0.69 -2.00
C 2.52 1.10 -2.64
H 2.63 0.74 -3.67
C 3.04 2.34 -2.24
H 3.55 2.97 -2.98
C 2.90 2.78 -0.92
H 3.30 3.75 -0.61
C 2.22 1.99 0.01
H 2.10 2.33 1.05
C 0.44 -2.01 0.07
C 1.37 -3.06 -0.05
H 2.37 -2.99 0.41
C 1.04 -4.20 -0.77
H 1.77 -5.01 -0.89
C -0.23 -4.31 -1.36
H -0.49 -5.20 -1.93
C -1.18 -3.29 -1.19
H -2.18 -3.37 -1.62
C -0.85 -2.14 -0.47
H -1.59 -1.35 -0.32
H -5.57 2.97 -1.54
Cl -0.80 0.50 1.74
N 1.11 -2.09 3.96
C 0.83 -1.60 5.38
C 2.09 -0.97 5.97
C 2.26 0.52 5.74
N 2.05 0.90 4.27
H 1.46 -3.05 4.02
H 0.25 -2.17 3.42
H -0.03 -0.91 5.35
H 0.51 -2.47 5.98
H 2.05 -1.12 7.06
H 3.00 -1.52 5.64
H 1.56 1.11 6.34
H 3.27 0.86 6.02
H 2.55 1.77 4.06
H 1.07 1.16 4.11

***

Entry 5:
22
Properties=species:S:1:pos:R:3 method="wB97M-V/def2-TZVPD" lumo_energy_ha="0.0885 / 0.0865" gap_ev="9.13 / 8.89" e_homo_ha="-0.2470 / -0.2402" s_squared=6.009 spin_multiplicity=5 charge=-1 relative_energy_ev=0.016
Fe 0.64 -0.03 -0.40
O -1.02 2.98 -2.09
P -1.77 1.69 -1.50
O -3.08 1.51 -2.13
O -0.74 0.56 -1.57
O -1.88 2.11 0.06
P -1.54 1.31 1.42
O -1.45 2.53 2.46
O -2.62 0.40 1.82
O -0.12 0.78 1.27
H -1.65 3.45 -2.66
H -0.64 3.04 2.34
Br -0.82 -3.61 2.93
C -1.52 -2.66 1.41
Br -0.27 -2.62 -0.06
H -1.74 -1.63 1.68
H -2.40 -3.19 1.05
N 2.54 -0.52 -0.57
C 3.63 -0.94 -0.64
N 4.80 -1.42 -0.59
C 5.49 -1.73 -1.67
N 6.17 -2.03 -2.56

***

Entry 6:
56
Properties=species:S:1:pos:R:3 method="wB97M-V/def2-TZVPD" lumo_energy_ha=0.0274 gap_ev=8.53 e_homo_ha=-0.2860 spin_multiplicity=1 smiles="CCOC(=O)Nc1ccc2c(c1)N(C(=O)CCN(CC)CC)c1ccccc1S2" relative_energy_ev=1.330
C -7.46 -1.00 -1.36
C -7.00 0.35 -0.84
O -6.14 0.22 0.28
C -4.84 -0.03 0.01
O -4.38 -0.14 -1.10
N -4.16 -0.15 1.19
C -2.80 -0.39 1.39
C -2.38 -0.75 2.66
C -1.05 -1.02 2.90
C -0.12 -0.90 1.88
C -0.53 -0.50 0.61
C -1.88 -0.27 0.36
N 0.44 -0.31 -0.41
C 0.48 0.88 -1.09
O -0.41 1.70 -1.00
C 1.75 1.18 -1.85
C 2.58 2.20 -1.04
N 3.06 1.63 0.22
C 2.78 2.49 1.36
C 1.31 2.52 1.75
C 4.47 1.27 0.17
C 4.80 0.20 -0.86
C 1.36 -1.37 -0.54
C 1.61 -1.95 -1.78
C 2.53 -2.97 -1.90
C 3.19 -3.45 -0.78
C 2.91 -2.93 0.47
C 1.99 -1.90 0.59
S 1.59 -1.27 2.19
H -8.16 -0.87 -2.18
H -7.94 -1.57 -0.57
H -6.60 -1.56 -1.73
H -7.85 0.94 -0.48
H -6.48 0.90 -1.63
H -4.74 -0.09 2.02
H -3.09 -0.83 3.47
H -0.71 -1.32 3.88
H -2.20 0.03 -0.62
H 1.48 1.65 -2.80
H 2.35 0.29 -2.04
H 1.93 3.05 -0.83
H 3.41 2.55 -1.66
H 3.35 2.09 2.21
H 3.14 3.52 1.18
H 1.17 3.20 2.58
H 0.98 1.53 2.05
H 0.68 2.85 0.93
H 5.10 2.16 -0.02
H 4.73 0.88 1.16
H 4.18 -0.68 -0.71
H 4.65 0.56 -1.88
H 5.84 -0.09 -0.75
H 1.07 -1.58 -2.64
H 2.72 -3.40 -2.87
H 3.91 -4.25 -0.88
H 3.39 -3.31 1.35

***

Entry 7:
21
Properties=species:S:1:pos:R:3 method="wB97M-V/def2-TZVPD" lumo_energy_ha="0.0516 / 0.0492" gap_ev="3.99 / 3.88" e_homo_ha="-0.0951 / -0.0933" s_squared=2.006 spin_multiplicity=3 charge=-1
Pt -11.82 26.03 32.00
P -13.39 23.81 31.49
O -14.58 23.79 30.52
O -13.63 25.01 32.45
O -12.03 24.28 30.86
O -13.23 22.46 32.18
O -11.64 28.11 32.98
H -12.20 28.62 33.59
H -10.99 28.74 32.64
O -9.69 26.69 31.39
H -9.26 27.54 31.53
H -8.99 26.11 31.03
O -9.60 23.26 30.71
H -10.56 23.63 30.71
H -9.33 23.30 29.78
O -13.02 27.08 30.40
H -13.26 28.01 30.33
H -13.68 26.59 29.87
O -10.94 24.89 33.73
H -10.55 24.02 33.54
H -11.51 24.75 34.49

***

Entry 8:
15
Properties=species:S:1:pos:R:3 method="wB97M-V/def2-TZVPD" lumo_energy_ha=0.0254 gap_ev=9.25 e_homo_ha=-0.3146 spin_multiplicity=1 smiles="C/C(=N/S)N(C)S" relative_energy_ev=1.837
C 0.20 -1.35 -1.51
C 0.30 -0.60 -0.15
N 0.70 -1.31 0.84
S 0.85 -0.57 2.38
N -0.01 0.77 -0.09
C -1.25 1.23 0.65
S 0.53 1.76 -1.44
H 1.18 -1.30 -1.97
H -0.06 -2.36 -1.26
H -0.47 -0.88 -2.20
H 1.11 -1.69 3.08
H -1.34 2.29 0.51
H -1.19 1.06 1.68
H -2.12 0.70 0.29
H 1.60 2.24 -0.80